Entry 1:
The following is a DFT calculation (the ωB97M-V functional and the def2-TZVPD basis) of a gas-phase ion, C5H11N2O (charge -1) at a distorted geometry.

```
19
Properties=species:S:1:pos:R:3:forces:R:3:nbo_charge:R:1
C -1.99809 -0.68398 0.05852 1.3 -0.2 -1.2 -0.05
O -1.94678 -0.73087 -1.36328 0.1 0.5 -0.1 -0.81
C -0.74672 -0.03733 0.63337 -0.8 1.9 3.1 -0.05
C 0.59670 -0.53655 0.18309 0.7 -0.1 -1.1 -0.48
C 1.27286 0.38734 -0.86004 -0.3 0.0 -0.5 0.25
C 2.61864 0.61815 -0.67929 0.1 0.2 0.3 -0.77
N 0.43573 0.79280 -1.82764 -0.5 -0.2 0.3 -0.98
N -0.92006 -0.01650 2.17525 -0.3 -1.3 -0.8 -0.87
H -2.02995 -1.71757 0.39268 -0.3 -0.2 0.4 0.15
H -2.85129 -0.10939 0.40717 -0.4 -0.1 0.1 0.14
H -0.86410 1.04510 0.52972 0.5 -0.1 -1.4 0.19
H 1.33491 -0.76606 0.95557 -0.4 0.4 0.4 0.20
H 0.44161 -1.47568 -0.31644 -0.2 -0.7 -0.4 0.21
H 3.15558 1.47910 -1.07166 -0.1 -0.3 -0.4 0.18
H 3.14974 -0.03226 0.00210 0.1 0.2 0.3 0.16
H -1.23228 -0.09848 -1.70054 -0.1 -0.3 0.4 0.52
H 0.89033 1.19186 -2.65119 0.2 0.0 0.6 0.32
H -0.07020 -0.20029 2.67829 0.4 -0.1 -0.1 0.35
H -1.23663 0.89062 2.45434 -0.1 0.4 0.1 0.34
```
Forces are in eV/Å.

Calculated values
**Lowest unoccupied orbital energy**: 4.17 eV
**F_max**: 3.7 eV/A
**Energy relative to the best compared isomer or geometry (same formula, charge and spin)**: 5.74 kcal/mol
**Gap between HOMO and LUMO**: 6.35 eV
**HOMO energy**: -2.177 eV
**Charge**: -1
**E**: -381.83609 Eh

=====

Entry 2:
The following is a DFT calculation (the ωB97M-V functional and the def2-TZVPD basis) of a molecular structure, C27H35BBrF2FeN3O3PS5.

```
79
Properties=species:S:1:pos:R:3:forces:R:3:mulliken_spin:R:1
Fe 1.56681 -1.71994 0.03676 -0.3 0.5 -0.2 3.01
C 4.25481 0.20958 4.18809 0.0 0.0 0.0 0.00
C 3.38748 -1.02678 4.41054 0.1 0.2 0.0 0.00
S 2.16025 -1.30184 3.10021 -0.1 0.0 0.0 0.00
C 2.71790 -2.90982 2.51142 0.2 -0.5 0.1 0.02
C 4.06779 -2.95457 1.79280 -0.2 0.1 0.0 -0.01
S 3.93110 -2.12201 0.17647 -0.1 -0.1 0.1 0.00
C 4.97860 -0.64778 0.28855 0.1 0.0 0.1 0.00
C 4.68181 0.38243 1.37201 0.0 0.1 -0.1 0.00
S 5.55600 0.05301 2.93695 0.0 -0.1 0.0 0.00
H 4.80326 0.43130 5.10601 0.0 0.0 0.0 0.00
H 3.64533 1.08730 3.96910 0.0 0.0 0.0 0.00
H 2.84406 -0.92426 5.35117 0.0 0.0 0.0 0.00
H 4.01415 -1.91471 4.48676 0.0 0.0 0.0 0.00
H 1.96984 -3.29672 1.80975 -0.2 0.1 0.2 -0.01
H 2.69297 -3.59874 3.36043 0.1 0.0 0.0 0.00
H 4.32564 -3.99361 1.58382 0.0 0.0 0.0 0.00
H 4.87944 -2.50930 2.36342 0.0 0.0 0.0 0.00
H 4.84792 -0.19439 -0.69628 0.0 0.0 0.0 0.00
H 6.01618 -0.98092 0.34320 0.0 0.0 0.0 0.00
H 3.61890 0.43038 1.58239 0.0 0.0 0.0 0.00
H 5.00849 1.36129 1.01783 0.0 0.0 0.0 0.00
Br -5.18208 5.28928 -1.08054 0.0 0.0 0.0 0.01
C -3.59214 4.90622 -2.02925 0.0 0.0 0.0 0.15
C -2.69123 5.93298 -2.28642 0.0 0.0 0.0 -0.08
C -1.52373 5.64936 -2.96447 0.1 0.1 0.0 0.15
C -1.25045 4.34540 -3.40116 -0.3 -0.1 0.2 -0.02
C -2.18292 3.32620 -3.13976 0.0 0.0 0.0 0.17
C -3.34361 3.60526 -2.44635 0.0 0.0 0.0 -0.09
N -0.03195 4.10958 -3.98849 0.1 -0.1 -0.2 0.65
N 0.16687 2.95395 -4.54630 0.0 0.3 0.0 0.60
C 0.69742 1.88610 -3.95515 0.1 -0.4 -0.1 0.00
C 0.78079 0.72829 -4.76132 0.0 0.2 0.0 0.26
C 1.11850 -0.50739 -4.23793 0.1 -0.1 0.1 -0.11
C 1.39421 -0.62417 -2.89698 0.0 0.0 -0.1 0.20
O 1.71029 -1.83270 -2.33756 0.0 -0.1 0.2 0.05
C 1.38689 0.50928 -2.04146 0.0 0.0 0.0 0.04
N 1.61206 0.29203 -0.72288 0.1 0.0 0.2 0.09
C 1.53287 1.31381 0.10646 0.0 0.1 -0.1 -0.06
C 1.30896 2.62316 -0.32138 0.0 -0.1 0.1 0.06
C 1.08335 2.85572 -1.65287 0.0 0.2 0.0 -0.05
C 1.07280 1.78616 -2.55697 0.0 -0.1 0.0 0.00
H -2.90704 6.93767 -1.95203 0.0 0.0 0.0 0.00
H -0.79667 6.42380 -3.17164 0.0 0.0 0.0 0.00
H -1.98140 2.31133 -3.45637 0.0 0.0 0.0 0.00
H -4.04270 2.81328 -2.21784 0.0 0.0 0.0 0.00
H 0.50974 0.83353 -5.80230 0.0 0.0 0.0 0.00
H 1.13135 -1.39220 -4.85912 0.0 0.0 0.0 0.00
H 1.64179 1.08168 1.15986 0.0 0.0 0.0 -0.01
H 1.28706 3.43154 0.39558 0.0 0.0 0.0 0.00
H 0.90097 3.86074 -1.99954 0.0 0.0 0.0 -0.01
C -2.73730 -0.86114 3.41037 0.0 0.1 0.1 0.00
C -2.95538 0.01593 2.19232 -0.1 -0.1 0.0 0.00
C -1.87637 1.07419 2.03948 -0.1 -0.1 -0.1 0.00
O -3.14690 -0.85007 1.03875 0.1 0.1 0.1 -0.01
P -2.09295 -1.23201 -0.10625 0.0 0.1 -0.1 0.01
S -1.67011 0.23635 -1.31166 -0.1 -0.1 0.1 0.01
S -0.55287 -2.16568 0.87790 0.3 0.0 -0.1 0.02
O -2.91008 -2.32870 -0.90824 -0.1 0.0 0.1 0.00
C -3.82834 -3.35319 -0.44527 0.0 0.0 -0.1 0.00
C -3.36052 -4.08865 0.79520 0.0 0.0 0.0 0.00
C -5.21841 -2.76114 -0.30130 0.0 0.0 0.0 0.00
H -2.76980 -0.24651 4.31191 0.0 0.0 0.0 0.00
H -1.76781 -1.35701 3.35561 0.0 0.0 0.0 0.00
H -3.52241 -1.61403 3.48417 0.0 0.0 0.0 0.00
H -3.91800 0.52189 2.28515 0.0 0.0 0.0 0.00
H -0.89464 0.60925 1.95597 0.1 0.0 0.0 0.00
H -1.88704 1.70068 2.93345 0.0 0.0 0.0 0.00
H -2.05227 1.69659 1.16394 0.0 0.0 0.0 0.00
H -3.82517 -4.05776 -1.27928 0.0 0.0 0.0 0.00
H -3.33461 -3.42963 1.66230 0.0 0.0 0.0 0.00
H -2.36928 -4.51430 0.65062 0.0 0.0 0.0 0.00
H -4.06453 -4.89827 0.99637 0.0 0.0 0.0 0.00
H -5.25268 -2.07160 0.53970 0.0 0.0 0.0 0.00
H -5.94414 -3.55930 -0.13404 0.0 0.0 0.0 0.00
H -5.49367 -2.22330 -1.20777 0.0 0.0 0.0 0.00
F 1.31133 -3.91352 -1.42218 -0.2 0.0 -0.2 0.00
B 0.77364 -2.80551 -1.96959 0.3 -0.1 -0.3 -0.06
F -0.41837 -2.83336 -2.53482 0.0 -0.1 0.1 0.00
```
Forces are in eV/Å.

Calculated values
**Lowest unoccupied orbital energy (spin up / spin down)**: -0.03 / -1.24 eV
**Spin multiplicity**: 6
**F_max**: 0.6 eV/A
**Energy relative to the best compared isomer or geometry (same formula, charge and spin)**: 25.86 kcal/mol
**Gap between HOMO and LUMO (spin up / spin down)**: 7.48 / 5.67 eV
**HOMO energy (spin up / spin down)**: -7.514 / -6.909 eV
**Expectation value of S²**: 8.903
**E**: -7834.64078 Eh

=====

Entry 3:
The following is a DFT calculation (the ωB97M-V functional and the def2-TZVPD basis) of a molecular structure, C4H4N2 at a distorted geometry.

```
10
Properties=species:S:1:pos:R:3:forces:R:3:nbo_charge:R:1
C 1.98247 -0.83879 -0.08161 0.3 -1.4 0.3 0.23
C 1.00834 -1.66782 0.17070 0.9 1.1 -0.7 -0.15
C 1.99678 0.52906 -0.07430 1.8 2.6 0.8 -0.42
C 0.62535 0.71560 -0.18029 -0.9 -1.9 0.7 -0.07
N 0.09370 -0.63056 -0.07840 -0.6 1.2 -0.3 -0.21
N -1.26534 -0.88924 -0.11514 0.7 2.4 2.1 -0.61
H 2.85398 1.27158 0.14241 -1.8 -1.4 -0.8 0.27
H -0.05741 1.58048 -0.12964 0.7 -0.6 -0.3 0.24
H -1.44826 -1.62949 0.48499 -0.4 -1.5 1.3 0.36
H -1.68773 -1.02078 -0.96056 -0.6 -0.5 -3.0 0.35
```
Forces are in eV/Å.

Calculated values
**Lowest unoccupied orbital energy (spin up / spin down)**: -0.93 / -0.93 eV
**F_max**: 3.3 eV/A
**Energy relative to the best compared isomer or geometry (same formula, charge and spin)**: 159.98 kcal/mol
**Gap between HOMO and LUMO (spin up / spin down)**: 7.90 / 7.90 eV
**HOMO energy (spin up / spin down)**: -8.834 / -8.834 eV
**E**: -264.07149 Eh